Model A:
{
  "formula": "H2N3O",
  "method": "ωB97M-V/def2-TZVPD",
  "homo_lumo_gap_ev": 5.0,
  "homo_energy_ev": -0.773,
  "total_charge": -1,
  "species": ["N", "N", "N", "O", "H", "H"],
  "coordinates": [[-1.33048, 0.91364, -0.22332], [1.79064, -0.22474, 0.37817], [-1.67700, -0.14729, -0.44293], [-1.98030, -1.26936, -0.64616], [0.85058, 0.15092, 0.22115], [2.34656, 0.57683, 0.71309]]
}

=====

Model B:
{
  "formula": "H2N3O",
  "method": "ωB97M-V/def2-TZVPD",
  "homo_lumo_gap_ev": 8.7,
  "homo_energy_ev": -3.366,
  "total_charge": -1,
  "species": ["N", "N", "N", "O", "H", "H"],
  "coordinates": [[2.46598, -0.06047, -0.28835], [0.36345, 0.66520, 0.44842], [1.38260, 0.28034, -0.00980], [-1.86939, -0.18292, -0.00688], [-0.93291, 0.32774, -0.01923], [-1.40973, -1.02988, -0.12416]]
}

=====

Relative energies with respect to the most stable structure, expressed in eV: model A 2.692; model B 0.000.

=====

Model A:
{
  "formula": "C19H25N3O2",
  "method": "ωB97M-V/def2-TZVPD",
  "homo_lumo_gap_ev": 9.4,
  "homo_energy_ev": -8.555,
  "smiles": "c1ccc(OCc2noc(CN3CC[C@@H]4CCCC[C@H]4C3)n2)cc1",
  "total_charge": 0,
  "species": ["C", "C", "C", "C", "C", "C", "H", "H", "O", "C", "C", "N", "O", "C", "N", "C", "N", "C", "C", "C", "C", "C", "C", "C", "C", "C", "H", "H", "H", "H", "H", "H", "H", "H", "H", "H", "H", "H", "H", "H", "H", "H", "H", "H", "H", "H", "H", "H", "H"],
  "coordinates": [[1.89812, 5.06579, 4.87218], [1.48549, 3.81525, 4.45372], [0.38939, 3.67200, 3.61794], [-0.30433, 4.79773, 3.19198], [0.11222, 6.05906, 3.61642], [1.20412, 6.18881, 4.44882], [1.51771, 7.17133, 4.76887], [-0.43944, 6.92032, 3.27492], [-1.40627, 4.78290, 2.38249], [-1.84305, 3.55469, 1.86747], [-0.85909, 2.89342, 0.96343], [0.03720, 3.51208, 0.25103], [0.69522, 2.53082, -0.41856], [0.13968, 1.37279, -0.05918], [-0.82284, 1.53856, 0.79868], [0.61927, 0.09856, -0.65723], [-0.29373, -0.29175, -1.71954], [0.29681, -1.15929, -2.72080], [0.50150, -2.60388, -2.24436], [1.10553, -3.47626, -3.34273], [1.27704, -4.91160, -2.85294], [-0.06016, -5.48423, -2.39184], [-0.66824, -4.61176, -1.29754], [-0.84533, -3.17659, -1.79198], [-1.45122, -2.26945, -0.72085], [-1.55450, -0.82940, -1.23661], [-1.92731, -0.17198, -0.44927], [-2.25557, -0.79519, -2.07605], [-0.83022, -2.29825, 0.17748], [-2.44569, -2.62326, -0.44444], [-1.51962, -3.18796, -2.65707], [-1.63463, -5.01757, -0.99018], [-0.01221, -4.61562, -0.42334], [0.07945, -6.50176, -2.02108], [-0.74601, -5.52910, -3.24101], [1.69027, -5.52930, -3.65286], [1.98375, -4.92756, -2.01981], [2.07157, -3.06904, -3.65011], [0.44683, -3.46572, -4.21448], [1.18678, -2.59812, -1.38850], [1.24581, -0.72457, -3.04441], [-0.38157, -1.15876, -3.58020], [1.60437, 0.28320, -1.09017], [0.70880, -0.64767, 0.14733], [-2.74583, 3.79053, 1.29295], [-2.11532, 2.84690, 2.66305], [0.09269, 2.68119, 3.30900], [2.01852, 2.93298, 4.77740], [2.75406, 5.16674, 5.52199]]
}

=====

Model B:
{
  "formula": "C19H25N3O2",
  "method": "ωB97M-V/def2-TZVPD",
  "homo_lumo_gap_ev": 8.5,
  "homo_energy_ev": -7.934,
  "smiles": "CC[C@]1(C)Cc2ccccc2-c2nc(NCCCO)n(C)c(=O)c21",
  "total_charge": 0,
  "species": ["C", "C", "H", "H", "C", "C", "C", "N", "C", "N", "H", "C", "C", "C", "H", "H", "O", "H", "H", "H", "H", "H", "N", "C", "O", "C", "H", "H", "H", "C", "C", "C", "C", "C", "C", "C", "H", "H", "H", "H", "H", "H", "C", "H", "H", "H", "H", "H", "H"],
  "coordinates": [[-4.55360, -1.67615, -0.64237], [-3.05583, -1.43234, -0.78577], [-2.89944, -0.55603, -1.42158], [-2.60564, -2.29251, -1.28612], [-2.28472, -1.21237, 0.53415], [-0.83029, -0.99943, 0.14631], [-0.35302, 0.26363, -0.11171], [0.93330, 0.51745, -0.44767], [1.75475, -0.48334, -0.56962], [3.04067, -0.23122, -0.91693], [3.72680, -0.94421, -0.73137], [3.54382, 1.12326, -0.92518], [3.68601, 1.73137, 0.47479], [4.52180, 0.85356, 1.40472], [3.96836, -0.06689, 1.64822], [4.70112, 1.39399, 2.34314], [5.74470, 0.53036, 0.77171], [6.34287, 0.14200, 1.41694], [4.16321, 2.70579, 0.37463], [2.69639, 1.86274, 0.91170], [2.84953, 1.73231, -1.50554], [4.51795, 1.10373, -1.41438], [1.36432, -1.78231, -0.43478], [0.02587, -2.12306, -0.11869], [-0.28246, -3.30456, -0.11789], [2.27902, -2.87196, -0.69872], [3.07779, -2.90399, 0.04621], [1.69175, -3.78890, -0.62884], [2.70378, -2.78641, -1.69966], [-1.24198, 1.42366, -0.08050], [-0.89550, 2.61239, -0.71426], [-1.77815, 3.67569, -0.72575], [-3.01210, 3.55678, -0.10710], [-3.35743, 2.37764, 0.53293], [-2.48032, 1.30632, 0.55442], [-2.77698, 0.03610, 1.28419], [-3.84425, -0.04742, 1.48989], [-2.26127, 0.07426, 2.25126], [-4.31798, 2.29092, 1.02157], [-3.70663, 4.38427, -0.12087], [-1.50797, 4.59743, -1.22008], [0.06722, 2.67920, -1.19604], [-2.44994, -2.40838, 1.47640], [-3.46058, -2.43377, 1.87686], [-1.75520, -2.32543, 2.31051], [-2.24697, -3.33914, 0.95796], [-4.75179, -2.55562, -0.03616], [-5.05352, -0.81986, -0.19638], [-4.98782, -1.83981, -1.62653]]
}

=====

Relative energies with respect to the most stable structure, expressed in eV: model A 2.489; model B 0.000.

=====

Model A:
{
  "formula": "C6H32N2O8",
  "method": "ωB97M-V/def2-TZVPD",
  "homo_lumo_gap_ev": 8.3,
  "homo_energy_ev": -8.021,
  "smiles": "CCNCCNCC.O.O.O.O.O.O.O.O",
  "total_charge": 0,
  "species": ["C", "N", "C", "C", "N", "C", "C", "C", "H", "H", "H", "H", "H", "H", "H", "H", "H", "H", "H", "H", "H", "H", "H", "H", "H", "H", "O", "H", "H", "O", "H", "H", "O", "H", "H", "O", "H", "H", "O", "H", "H", "O", "H", "H", "O", "H", "H", "O"],
  "coordinates": [[2.83016, 1.01678, -2.45590], [1.78507, 0.42844, -3.26539], [0.63957, -0.37919, -2.90072], [0.67951, -1.00296, -1.47887], [-0.26379, -2.04964, -1.49267], [-1.57375, -1.82228, -0.74711], [-1.54105, -1.95624, 0.72066], [2.41582, 2.00723, -1.31074], [3.43882, 1.54444, -3.12697], [3.42513, 0.16081, -1.81276], [1.87380, 0.60701, -4.28665], [0.55738, -1.16814, -3.61795], [-0.27824, 0.06664, -2.91112], [1.74476, -1.26988, -1.32343], [0.39917, -0.24940, -0.65981], [0.20978, -2.92197, -1.20832], [-2.04548, -0.84462, -1.12711], [-2.42001, -2.50175, -1.09894], [-2.02999, -1.18209, 1.28409], [-2.00619, -2.96404, 1.11806], [-0.48187, -2.01366, 1.08517], [1.87513, 2.89530, -1.72610], [1.71818, 1.43988, -0.64161], [3.42801, 2.32587, -0.76973], [-2.24008, -1.81989, 3.70484], [-1.38523, -0.67536, 3.57190], [-2.23426, -0.90751, 3.30804], [-1.97015, 1.22745, -2.73644], [-3.26133, 0.35358, -2.34803], [-2.93566, 1.26744, -2.34985], [1.65601, 0.41650, 1.97980], [0.13567, 0.07950, 1.63207], [1.02015, -0.08773, 1.44790], [-0.05588, 2.87765, 2.06054], [0.59594, 3.87350, 1.10923], [0.73792, 3.40565, 1.95546], [1.66405, -1.47519, 3.07377], [1.99197, -3.03829, 3.11721], [1.81137, -2.24083, 3.68108], [-1.77482, 2.09240, 1.08141], [-2.27009, 1.45397, 2.36670], [-1.57401, 1.88576, 1.91506], [-2.82886, 2.62990, -1.33701], [-3.13875, 3.71339, -0.18919], [-2.61516, 2.97172, -0.46855], [1.52926, -2.79157, 0.28106], [2.73731, -3.28118, 0.92134], [1.77165, -3.21856, 1.12043]]
}

=====

Model B:
{
  "formula": "C6H32N2O8",
  "method": "ωB97M-V/def2-TZVPD",
  "homo_lumo_gap_ev": 8.6,
  "homo_energy_ev": -8.469,
  "smiles": "CCNCCNCC.O.O.O.O.O.O.O.O",
  "total_charge": 0,
  "species": ["C", "N", "C", "C", "C", "N", "C", "C", "H", "H", "H", "H", "H", "H", "H", "H", "H", "H", "H", "H", "H", "H", "H", "H", "H", "H", "O", "H", "H", "O", "H", "H", "O", "H", "H", "O", "H", "H", "O", "H", "H", "O", "H", "H", "O", "H", "H", "O"],
  "coordinates": [[-1.04296, 0.47967, -0.34413], [-0.37436, -0.76306, -0.95837], [-0.44681, -0.71645, -2.38514], [-1.30707, -1.69044, -3.26105], [-1.95054, 0.32234, 0.83625], [-1.18879, 0.07566, 2.07352], [-1.41951, 1.22079, 3.03394], [-0.75390, 2.45179, 2.44720], [-0.24277, 1.22974, -0.14187], [-1.57273, 0.99339, -1.10584], [-0.49544, -1.57279, -0.44666], [-0.87477, 0.34852, -2.70234], [0.60916, -0.77312, -2.82879], [-1.65534, -2.41730, -2.56651], [-0.67869, -2.18817, -4.04797], [-2.14349, -1.39055, -3.87220], [-2.66159, 1.19273, 0.90969], [-2.77707, -0.43489, 0.63732], [-0.28903, -0.25349, 2.04994], [-2.42421, 1.38920, 3.29741], [-0.98585, 0.79414, 4.01463], [-0.34691, 3.04163, 3.18816], [-1.49661, 2.96732, 1.94426], [-0.16179, 2.33420, 1.55334], [-0.35852, -1.76919, 2.93406], [-1.51474, -2.76210, 2.65873], [-0.58258, -2.70973, 2.93370], [2.41661, -0.48915, -0.75375], [3.16389, -0.84066, 0.31107], [3.13365, -0.05330, -0.23749], [-2.21374, 2.26885, -2.09376], [-0.97449, 2.08978, -3.05958], [-1.92048, 1.90036, -2.91878], [3.12821, -3.20164, 0.42813], [1.84944, -3.31558, 1.30831], [2.18329, -2.92758, 0.54405], [-0.18772, -3.35887, 1.11306], [0.09057, -3.68566, -0.33303], [-0.55562, -3.79472, 0.37387], [3.27309, 1.46643, -2.50069], [2.06555, 0.62066, -1.99181], [2.49272, 0.98241, -2.81394], [2.41912, 0.86288, 3.42512], [2.95133, 1.22432, 2.11896], [3.22806, 0.71874, 2.95336], [1.26379, 2.78738, -2.15778], [0.84769, 4.08141, -1.67625], [0.48196, 3.26411, -1.89031]]
}

=====

Relative energies with respect to the most stable structure, expressed in eV: model A 0.000; model B 0.619.

=====

Model A:
{
  "formula": "C4H7O4",
  "method": "ωB97M-V/def2-TZVPD",
  "homo_lumo_gap_ev": 7.1,
  "homo_energy_ev": -3.011,
  "total_charge": -1,
  "species": ["C", "C", "C", "C", "O", "O", "O", "O", "H", "H", "H", "H", "H", "H", "H"],
  "coordinates": [[-1.79140, 1.20539, -1.13199], [0.89260, -0.17106, -0.96415], [-0.33160, 0.03692, 1.24443], [-0.45882, -0.18136, -0.21263], [-2.51258, 0.48607, -1.79951], [-1.43730, 2.32613, -0.74807], [-0.24187, 1.45465, 1.53355], [-1.10088, -1.39006, -0.53191], [1.43276, -1.15335, -0.96401], [1.57245, 0.51034, -0.48494], [0.72380, -0.11829, -2.07696], [0.53623, -0.46122, 1.56898], [-1.14226, -0.33506, 1.84120], [-0.64380, 1.87473, 0.81432], [-1.97656, -1.01109, -0.86796]]
}

=====

Model B:
{
  "formula": "C4H7O4",
  "method": "ωB97M-V/def2-TZVPD",
  "homo_lumo_gap_ev": 8.3,
  "homo_energy_ev": -4.447,
  "total_charge": -1,
  "species": ["O", "C", "O", "C", "C", "C", "O", "H", "H", "H", "H", "H", "H", "H", "O"],
  "coordinates": [[0.81077, -2.14875, 1.64662], [0.63980, -1.14475, 0.95598], [1.25187, -0.04223, 0.91642], [-0.54675, -1.14653, -0.09903], [-1.60156, -0.12434, 0.34953], [-1.24595, 1.21320, -0.29713], [-1.26705, 2.25106, 0.30186], [-0.84576, -2.19865, -0.13195], [-0.07127, -0.94307, -1.05739], [-2.52004, -0.43763, -0.18011], [-1.80243, -0.05533, 1.38347], [-0.84434, 1.05184, -1.32419], [2.06907, 1.24609, -0.44348], [3.10362, 0.82065, -1.20899], [2.87002, 1.65847, -0.81161]]
}

=====

Relative energies with respect to the most stable structure, expressed in eV: model A 1.166; model B 0.000.

=====

Model A:
{
  "formula": "C16H20O2",
  "method": "ωB97M-V/def2-TZVPD",
  "homo_lumo_gap_ev": 9.7,
  "homo_energy_ev": -9.272,
  "smiles": "Cc1ccc(C(=O)CC[C@@H]2CCCCC2=O)cc1",
  "total_charge": 0,
  "species": ["C", "C", "C", "C", "C", "C", "C", "H", "H", "C", "O", "C", "C", "C", "C", "O", "C", "H", "C", "C", "C", "H", "H", "H", "H", "H", "H", "H", "H", "H", "H", "H", "H", "H", "H", "H", "H", "H"],
  "coordinates": [[4.77466, 1.95537, 0.05170], [3.71902, 0.89664, -0.01100], [3.88229, -0.30725, 0.66782], [2.91818, -1.28959, 0.59720], [1.76265, -1.10982, -0.16724], [1.59837, 0.09628, -0.84637], [2.56263, 1.08230, -0.75995], [2.41477, 2.01456, -1.28649], [0.71270, 0.28893, -1.43078], [0.76981, -2.21336, -0.17354], [0.79961, -3.07768, 0.67839], [-0.28637, -2.24316, -1.26048], [-1.67923, -2.05558, -0.64527], [-1.83437, -0.69978, 0.04599], [-1.86628, 0.45342, -0.93695], [-1.86629, 0.31727, -2.13527], [-1.95528, 1.80279, -0.26352], [-1.96313, 2.58885, -1.02029], [-3.23058, 1.85586, 0.58385], [-3.25165, 0.70821, 1.58667], [-3.13141, -0.63162, 0.86905], [-3.13563, -1.44734, 1.59454], [-3.98544, -0.77170, 0.20193], [-4.18103, 0.73618, 2.15882], [-2.42241, 0.82025, 2.28934], [-3.28403, 2.81482, 1.10272], [-4.09916, 1.78187, -0.07437], [-1.08287, 1.93790, 0.37978], [-0.99131, -0.54251, 0.72873], [-2.43035, -2.14438, -1.43221], [-1.84485, -2.84801, 0.08727], [-0.10978, -1.50243, -2.03541], [-0.24805, -3.23530, -1.71648], [3.03784, -2.22138, 1.12996], [4.77302, -0.46870, 1.25798], [5.56784, 1.72785, -0.66127], [4.36543, 2.93124, -0.19785], [5.22070, 1.99897, 1.04300]]
}

=====

Model B:
{
  "formula": "C16H20O2",
  "method": "ωB97M-V/def2-TZVPD",
  "homo_lumo_gap_ev": 9.0,
  "homo_energy_ev": -8.867,
  "total_charge": 0,
  "species": ["C", "C", "C", "C", "C", "C", "C", "H", "H", "C", "O", "C", "C", "C", "C", "O", "C", "H", "C", "C", "C", "H", "H", "H", "H", "H", "H", "H", "H", "H", "H", "H", "H", "H", "H", "H", "H", "H"],
  "coordinates": [[5.30644, -1.73123, -0.11355], [4.26198, -0.78060, -0.17810], [3.66078, -0.26054, -1.38007], [2.48665, 0.48528, -1.34779], [1.94905, 0.80884, -0.26093], [2.48182, 0.48443, 1.12480], [3.52420, -0.41792, 1.20039], [4.06123, -0.57890, 1.83477], [2.14010, 0.96005, 1.93449], [0.79748, 1.85309, -0.16615], [0.40971, 2.70044, -1.15162], [-0.20290, 2.09739, 0.98598], [-0.76158, 0.48154, 1.27153], [-1.71836, 0.32751, 0.30164], [-1.94051, -1.28191, 0.11261], [-1.44559, -2.05116, 1.12631], [-2.84248, -1.90212, -0.78410], [-3.03729, -2.87494, -0.67569], [-4.12371, -0.92155, -0.78311], [-4.06657, 0.52971, -0.63371], [-3.15748, 0.91537, 0.28638], [-3.09634, 2.09789, 0.50442], [-3.56533, 0.77453, 1.39557], [-5.06661, 1.02992, -0.47332], [-3.61083, 0.95034, -1.95305], [-4.79554, -1.32471, -1.54546], [-4.69400, -1.50150, 0.21873], [-2.39446, -1.34859, -1.83890], [-1.38141, 0.47729, -0.59139], [0.00340, -0.15663, 1.57890], [-1.32576, 0.84967, 2.27276], [0.48622, 2.27016, 1.81208], [-0.81443, 2.81955, 0.94189], [1.93849, 0.72049, -2.25771], [3.84180, -0.77509, -2.29822], [6.01135, -1.29972, 0.62705], [4.91682, -2.73896, -0.20532], [5.76364, -1.68743, -0.89209]]
}

=====

Relative energies with respect to the most stable structure, expressed in eV: model A 0.000; model B 13.861.

=====

Model A:
{
  "formula": "C2H4S2",
  "method": "ωB97M-V/def2-TZVPD",
  "homo_lumo_gap_ev": [8.1, 8.2],
  "homo_energy_ev": [-8.771, -8.801],
  "total_charge": 0,
  "species": ["C", "C", "S", "S", "H", "H", "H", "H"],
  "coordinates": [[1.40064, -0.06507, -0.18983], [0.10383, -0.10727, 0.52711], [2.73448, 1.02130, 0.09686], [2.79403, -1.06988, 0.02285], [0.49055, 0.19543, -2.02407], [0.22677, -0.05720, 1.61271], [-0.42069, -1.03148, 0.27046], [-0.51033, 0.73040, 0.20137]]
}

=====

Model B:
{
  "formula": "C2H4S2",
  "method": "ωB97M-V/def2-TZVPD",
  "homo_lumo_gap_ev": 8.4,
  "homo_energy_ev": -8.371,
  "total_charge": 0,
  "species": ["C", "C", "S", "S", "H", "H", "H", "H"],
  "coordinates": [[-1.20294, 0.04881, 0.43567], [0.05412, -0.02956, -0.45221], [-2.55924, 1.09256, 0.00720], [-2.60774, -0.96801, -0.04718], [-1.04108, -0.30346, 1.92072], [-0.24768, 0.69090, -1.28311], [-0.09317, -1.01733, -0.80212], [0.84856, 0.33422, 0.12608]]
}

=====

Model C:
{
  "formula": "C2H4S2",
  "method": "ωB97M-V/def2-TZVPD",
  "homo_lumo_gap_ev": 7.9,
  "homo_energy_ev": -8.568,
  "smiles": "C=C=S.S",
  "total_charge": 0,
  "species": ["C", "C", "S", "S", "H", "H", "H", "H"],
  "coordinates": [[-0.76128, 1.22422, -0.20481], [0.52189, 0.96118, -0.16226], [-2.24059, 1.27292, 0.14349], [-0.52322, -1.83730, -0.00096], [1.19789, 1.19538, 0.70040], [0.41742, -0.53667, 0.22819], [0.92612, 0.44655, -1.03545], [0.46177, -2.72629, 0.33139]]
}

=====

Relative energies with respect to the most stable structure, expressed in eV: model A 1.575; model B 0.000; model C 0.354.